# C42H109N3O14

A 11-piece molecular cluster, C42H109N3O14 overall in a non-equilibrium geometry (ωB97M-V/def2-TZVPD, the OMol25 dataset).

SMILES string: COCCNCCOC.COCCNCCOC.COCCNCCOC.CC(C)O.CC(C)O.CC(C)O.CC(C)O.CC(C)O.CC(C)O.CC(C)O.CC(C)O
molar mass: 880.3 Da
electronic energy: -78453.349 eV
orbital gap: 8.683 eV
highest occupied orbital energy: -0.30267 Eh
ΔE to the lowest compared entry with this formula, charge and spin: 11.21 kcal/mol
LUMO level: 0.016 hartree
total charge: 0

Geometry as XYZ:
```
168
Properties=species:S:1:pos:R:3:forces:R:3:mulliken_charge:R:1
C -2.129 -0.265 3.407 -0.5 -0.6 0.8 -1.09
O -0.992 -0.926 2.900 -0.2 1.0 -0.4 1.09
C -0.950 -2.295 3.186 -0.4 -0.6 -0.1 -2.06
C 0.142 -2.936 2.366 1.3 0.5 -0.4 0.93
N 1.435 -2.987 3.051 -0.5 -1.2 0.5 -0.15
C 1.845 -1.783 3.699 0.8 1.2 -0.2 0.49
C 3.233 -1.944 4.284 0.2 -0.6 0.1 -1.12
O 3.600 -0.735 4.922 0.0 -0.4 0.0 -0.03
C 4.887 -0.800 5.497 0.3 0.9 -0.3 -0.97
H -3.045 -0.861 3.253 0.3 0.0 -0.1 0.43
H -2.303 0.695 2.927 0.4 0.0 -0.1 0.06
H -2.026 -0.128 4.494 -0.1 0.2 -0.2 0.28
H -1.907 -2.757 2.901 0.0 0.1 0.1 0.65
H -0.794 -2.467 4.257 0.0 -0.1 0.0 0.33
H 0.294 -2.338 1.444 -0.6 -0.1 0.1 -0.68
H -0.170 -3.934 2.052 0.1 -0.1 0.2 0.50
H 2.184 -3.360 2.458 -0.3 0.3 0.1 0.01
H 1.208 -1.461 4.532 -0.3 -0.3 -0.2 0.11
H 1.888 -0.917 3.005 -0.1 -0.2 0.1 -0.50
H 3.971 -2.226 3.513 -0.1 0.2 0.0 0.42
H 3.226 -2.789 4.998 0.0 0.3 0.0 0.40
H 4.999 -1.586 6.248 -0.1 -0.1 -0.1 0.31
H 5.061 0.179 5.955 -0.1 -0.2 0.1 0.29
H 5.658 -0.892 4.719 -0.1 -0.3 0.1 0.33
C -2.308 3.372 2.059 -0.3 0.0 -0.3 0.44
O -1.833 4.569 1.473 -0.5 -0.1 -0.2 -0.56
C -0.456 4.723 1.601 1.9 0.1 0.0 0.86
C 0.102 5.841 0.720 -0.7 0.9 -0.5 -1.45
N -0.048 5.726 -0.736 0.0 0.2 1.0 -0.31
C 0.624 4.589 -1.293 0.3 0.4 -0.4 0.65
C 0.482 4.601 -2.792 -0.4 0.1 -0.6 -0.77
O 0.819 3.313 -3.216 0.2 -0.5 -0.3 -0.09
C 0.732 3.153 -4.606 -0.5 -0.1 0.2 -0.79
H -3.397 3.381 1.982 0.1 0.3 0.2 0.18
H -1.980 3.307 3.098 -0.1 -0.2 0.1 0.51
H -1.991 2.482 1.493 0.3 0.2 0.1 -0.79
H 0.098 3.795 1.381 -0.4 -0.1 -0.2 -0.65
H -0.128 4.960 2.629 -0.5 0.0 0.1 0.43
H 1.150 5.995 0.998 0.1 -0.2 -0.2 0.46
H -0.382 6.802 0.956 0.0 -0.3 0.3 0.35
H -1.044 5.717 -0.967 0.4 -0.1 -0.1 0.61
H 0.307 3.618 -0.900 -0.2 -0.1 -0.1 -0.45
H 1.700 4.670 -1.111 0.0 0.0 0.4 0.26
H 1.107 5.351 -3.298 0.3 0.0 0.3 0.51
H -0.527 4.856 -3.154 -0.2 -0.1 0.4 0.03
H 1.111 2.158 -4.821 0.3 0.1 -0.2 0.12
H 1.272 3.959 -5.109 0.2 -0.2 -0.3 0.36
H -0.316 3.162 -4.946 0.0 0.2 0.0 0.29
C 4.367 -1.316 -1.861 0.2 0.9 -0.4 -0.43
O 4.091 -2.556 -1.298 0.0 -0.5 0.3 -0.52
C 2.933 -2.536 -0.493 -0.9 0.5 -0.2 0.55
C 2.633 -3.914 0.017 0.7 -1.2 0.0 -0.17
N 3.469 -4.278 1.171 -0.5 0.1 -0.1 -0.31
C 3.199 -5.626 1.694 0.6 0.5 -0.3 -0.78
C 4.076 -6.673 1.031 0.2 -0.3 0.8 -0.70
O 5.425 -6.252 1.180 -0.8 0.4 0.2 -0.32
C 6.290 -6.915 0.322 0.9 -0.4 0.0 -0.78
H 3.627 -1.035 -2.627 -0.1 0.0 0.2 0.16
H 5.336 -1.338 -2.361 0.0 -0.3 0.1 0.34
H 4.416 -0.515 -1.109 -0.1 -0.1 0.0 0.09
H 2.043 -2.204 -1.065 0.4 -0.1 -0.2 -0.34
H 3.028 -1.792 0.319 0.1 -0.3 0.0 -0.11
H 2.808 -4.657 -0.780 -0.1 0.4 -0.3 0.70
H 1.576 -4.035 0.254 0.0 0.3 0.3 -0.16
H 4.440 -4.267 0.870 0.0 0.2 0.2 0.46
H 2.148 -5.881 1.562 -0.1 0.0 0.1 0.29
H 3.438 -5.585 2.757 -0.1 -0.3 0.1 0.39
H 3.829 -6.841 -0.022 0.0 0.1 0.0 0.38
H 3.986 -7.617 1.594 -0.3 0.0 -0.4 0.44
H 7.282 -6.840 0.767 0.1 0.0 -0.2 0.25
H 6.312 -6.458 -0.669 -0.1 -0.1 -0.2 0.29
H 6.057 -7.983 0.253 -0.1 0.0 -0.1 0.32
C -5.115 1.129 2.063 0.5 0.6 0.3 -0.77
C -6.363 1.387 1.229 0.4 -0.6 0.5 0.39
C -6.132 2.451 0.200 0.4 0.2 -0.7 -0.95
O -6.709 0.158 0.552 -0.1 0.4 -0.1 -0.53
H -4.312 0.755 1.421 -0.1 -0.1 -0.1 -0.10
H -5.257 0.427 2.887 -0.2 -0.1 -0.1 0.54
H -4.716 2.047 2.523 -0.4 -0.2 -0.1 0.28
H -7.185 1.701 1.883 -0.1 -0.2 -0.1 0.30
H -5.997 3.430 0.663 -0.2 0.0 0.1 0.47
H -6.949 2.500 -0.521 -0.1 0.1 0.1 0.41
H -5.214 2.282 -0.378 -0.2 -0.3 0.2 -0.32
H -6.903 -0.498 1.229 0.0 -0.1 0.0 0.32
C -1.414 -0.011 -0.335 -0.1 -0.1 -0.8 1.01
C 0.098 -0.199 -0.356 0.1 0.5 0.1 3.41
C 0.728 0.586 -1.490 0.2 0.2 0.3 -0.47
O 0.682 0.341 0.846 -0.4 -0.5 -0.1 1.63
H -1.940 -0.718 0.303 0.0 0.1 0.3 0.10
H -1.858 -0.147 -1.333 0.3 -0.1 0.2 0.15
H -1.639 1.034 -0.094 0.1 -0.3 0.4 -1.84
H 0.361 -1.259 -0.489 -0.1 0.1 0.3 -2.29
H 0.315 1.594 -1.468 0.0 -0.1 -0.3 -0.47
H 0.572 0.115 -2.460 -0.2 0.1 -0.1 -0.12
H 1.802 0.705 -1.324 0.0 -0.2 0.0 0.29
H 0.126 0.060 1.596 0.2 -0.1 -0.2 -1.61
C 3.824 4.134 2.085 -0.3 0.1 0.2 -1.17
C 4.227 2.765 2.625 0.0 0.0 -1.6 0.90
C 3.918 1.676 1.587 -0.6 0.4 0.5 -0.82
O 5.640 2.779 2.892 -0.5 -0.2 0.6 -0.60
H 4.023 4.898 2.839 0.0 0.1 -0.1 0.38
H 2.767 4.191 1.800 0.0 -0.2 0.2 -0.09
H 4.374 4.383 1.171 0.2 -0.1 0.1 0.44
H 3.664 2.528 3.527 0.5 0.1 0.3 -0.24
H 4.264 0.722 1.985 0.3 -0.1 -0.4 0.22
H 4.337 1.986 0.625 0.4 -0.4 0.0 0.53
H 2.841 1.569 1.411 0.1 0.1 0.1 -0.13
H 6.083 3.054 2.083 -0.1 0.0 0.0 0.40
C -6.457 -1.206 -2.956 0.2 -0.1 -0.7 -1.59
C -4.953 -1.219 -2.733 -0.1 0.6 0.2 0.68
C -4.296 0.085 -3.170 0.1 -0.3 -0.5 -0.84
O -4.656 -1.455 -1.346 -0.1 -0.1 -0.4 -0.39
H -6.881 -2.178 -2.705 -0.1 0.1 0.2 0.42
H -6.644 -1.044 -4.024 -0.1 0.0 0.1 0.41
H -6.950 -0.402 -2.409 0.0 -0.1 0.2 0.29
H -4.523 -2.027 -3.332 0.1 -0.2 0.4 0.26
H -4.743 0.951 -2.675 -0.1 -0.3 0.0 0.39
H -4.351 0.247 -4.256 -0.3 -0.1 0.1 0.27
H -3.222 0.059 -2.966 -0.2 0.0 0.3 -0.01
H -5.257 -0.889 -0.837 0.1 -0.1 0.1 0.19
C -1.750 -3.746 -0.858 -0.2 -0.2 0.8 -1.14
C -1.176 -4.328 -2.135 0.0 0.2 0.5 0.48
C -1.017 -3.287 -3.228 0.0 -0.8 -0.3 -0.57
O 0.140 -4.863 -1.885 -0.4 0.0 -0.2 -0.57
H -1.092 -3.000 -0.404 0.0 0.2 -0.3 0.20
H -1.860 -4.515 -0.075 0.0 -0.1 -0.3 0.46
H -2.749 -3.320 -0.994 0.2 0.1 -0.1 0.25
H -1.862 -5.113 -2.485 0.2 0.0 0.0 0.32
H -0.800 -3.821 -4.156 0.2 0.2 0.0 0.16
H -0.177 -2.632 -2.992 -0.1 0.2 0.0 -0.05
H -1.942 -2.740 -3.408 0.0 0.2 0.3 0.07
H 0.075 -5.515 -1.178 -0.1 0.0 -0.1 0.29
C 0.294 -1.181 -6.025 0.3 0.9 -0.3 -0.62
C 1.088 -2.150 -6.883 -0.1 -0.6 -0.1 0.55
C 0.878 -3.606 -6.482 0.2 -0.1 0.0 -1.34
O 0.704 -2.036 -8.267 0.2 -0.1 0.4 -0.56
H 0.598 -1.209 -4.977 -0.2 -0.2 0.0 -0.14
H -0.783 -1.288 -6.158 0.0 -0.4 0.2 0.32
H 0.488 -0.149 -6.353 0.1 -0.1 0.0 0.34
H 2.175 -1.998 -6.763 -0.3 0.4 -0.1 0.14
H 1.551 -4.254 -7.049 -0.1 0.1 -0.1 0.37
H -0.145 -3.951 -6.642 0.0 0.1 0.0 0.35
H 1.151 -3.755 -5.433 -0.1 0.1 0.0 0.31
H 0.913 -1.152 -8.590 0.0 -0.1 0.2 0.32
C -3.826 4.760 -3.243 -0.2 0.1 0.1 -1.78
C -3.583 4.068 -1.918 0.3 0.0 0.0 1.28
C -2.827 2.756 -2.092 0.1 0.1 -0.1 -0.34
O -2.813 4.981 -1.128 -0.4 -0.5 0.5 -0.55
H -4.246 5.753 -3.085 0.1 0.0 0.1 0.46
H -4.542 4.214 -3.859 0.2 -0.2 -0.1 0.37
H -2.872 4.854 -3.763 -0.1 0.0 -0.2 0.29
H -4.537 3.866 -1.408 0.1 0.2 -0.2 -0.33
H -3.371 2.064 -2.740 0.3 0.5 0.3 0.38
H -2.626 2.276 -1.127 -0.3 0.1 -0.2 0.03
H -1.846 2.928 -2.547 0.0 0.2 0.0 -0.07
H -2.646 4.576 -0.246 0.0 0.5 -0.5 0.22
C 0.581 1.808 3.633 0.9 0.5 0.4 2.89
C 0.388 1.723 5.142 -0.2 0.3 -0.3 0.20
C 1.698 1.884 5.891 0.0 -0.1 0.5 -1.11
O -0.630 2.624 5.614 0.1 -0.1 -0.1 -0.64
H -0.346 1.732 3.079 0.0 -0.4 -0.1 -1.56
H 1.334 1.050 3.404 -0.4 -0.1 -0.5 -1.30
H 1.050 2.753 3.314 -0.1 0.0 0.3 0.47
H 0.000 0.723 5.363 -0.1 0.1 0.0 0.02
H 1.540 1.642 6.945 0.0 0.1 0.0 0.40
H 2.089 2.905 5.855 -0.1 0.0 -0.2 0.37
H 2.449 1.185 5.517 -0.1 0.1 -0.1 -0.08
H -0.350 3.532 5.443 0.1 -0.2 0.0 0.43
```
Forces are in eV/Å.

# C42H109N7O14

A 9-piece molecular cluster, C42H109N7O14 overall in a non-equilibrium geometry (ωB97M-V/def2-TZVPD, the OMol25 dataset).

SMILES string: COC[C@H](C)N.COC[C@H](C)N.COCCNCCOC.COCCNCCOC.COCCNCCOC.COCCNCCOC.COCCNCCOC.CCO.CCO
molar mass: 936.4 Da
electronic energy: -84403.280 eV
orbital gap: 9.021 eV
highest occupied orbital energy: -0.31126 Eh
ΔE to the lowest compared entry with this formula, charge and spin: 147.40 kcal/mol
LUMO level: 0.020 hartree
total charge: 0

Geometry as XYZ:
```
172
Properties=species:S:1:pos:R:3:forces:R:3:mulliken_charge:R:1
C 6.882 -2.147 1.938 1.2 -2.1 0.1 -0.74
O 5.560 -2.620 1.696 0.6 2.0 0.8 -0.44
C 5.001 -2.163 0.491 -0.6 0.5 -0.9 -0.47
C 4.675 -0.609 0.273 -1.8 -0.4 0.1 0.29
C 3.698 -0.168 1.362 1.9 -0.2 1.1 -1.25
N 3.967 -0.311 -0.990 1.4 -0.7 -1.0 0.29
H 7.242 -2.687 2.813 -0.5 0.5 0.6 0.39
H 7.221 -1.112 1.989 -1.2 0.5 0.1 0.15
H 7.591 -2.607 1.249 -0.1 0.0 -1.0 0.33
H 5.633 -2.578 -0.294 0.0 0.3 -0.6 0.43
H 4.039 -2.676 0.469 -0.1 0.1 -0.3 -0.12
H 5.566 0.019 0.280 0.2 -0.2 0.2 0.21
H 4.248 -0.460 2.256 -0.6 0.0 0.8 0.56
H 2.726 -0.659 1.310 0.2 0.0 -0.1 0.21
H 3.612 0.918 1.399 -0.3 0.0 -0.2 0.24
H 4.280 0.587 -1.331 -0.1 -0.1 -0.1 0.30
H 2.959 -0.286 -0.938 0.0 0.0 0.5 -0.20
C -1.829 0.870 5.325 -2.0 1.8 -0.1 -0.66
O -3.031 0.569 6.064 0.2 -1.2 0.5 -0.32
C -3.483 1.622 6.908 0.0 -0.3 0.5 -0.70
C -4.953 1.441 7.362 1.3 -0.2 -0.1 0.14
C -5.154 0.140 8.165 -0.6 0.6 -1.5 -1.40
N -5.751 1.494 6.146 -0.8 -0.5 0.3 -0.71
H -2.230 1.567 4.589 0.5 0.4 -0.6 0.13
H -1.407 0.054 4.738 -0.1 -0.4 0.9 0.33
H -1.165 1.475 5.942 0.6 -0.6 0.0 0.35
H -2.889 1.676 7.821 0.6 0.2 0.0 0.38
H -3.439 2.544 6.329 0.2 0.4 0.2 0.43
H -5.176 2.235 8.074 -0.1 0.5 -0.4 0.39
H -4.634 0.168 9.123 0.2 -0.3 -0.3 0.37
H -4.859 -0.631 7.454 0.3 -0.6 0.6 0.28
H -6.226 0.014 8.322 0.0 0.0 0.2 0.39
H -5.495 0.650 5.653 -0.3 -0.4 -0.3 0.36
H -5.378 2.202 5.530 -0.1 0.5 0.1 0.26
C 3.890 0.923 -4.407 -0.1 0.3 -1.5 -0.77
O 2.485 0.920 -4.212 0.6 0.2 0.7 -0.53
C 1.901 -0.353 -3.991 0.5 0.1 -0.6 1.72
C 1.177 -0.813 -5.272 0.3 0.0 0.3 -0.25
N 1.828 -0.414 -6.555 -1.2 -1.4 0.9 -0.34
C 1.009 -0.907 -7.695 2.4 -0.6 -0.6 -0.56
C 1.305 -2.433 -8.020 -0.3 1.4 0.6 -0.67
O 0.529 -3.203 -7.182 -1.1 -1.7 0.9 -0.25
C -0.794 -3.402 -7.649 0.3 -0.3 0.4 -0.85
H 4.588 0.848 -3.573 -0.6 -0.2 0.6 0.17
H 4.087 1.868 -4.913 0.2 0.1 0.1 0.35
H 4.145 0.152 -5.134 0.2 -0.2 0.0 0.33
H 1.237 -0.200 -3.141 -0.4 -0.4 -0.1 -0.70
H 2.641 -1.097 -3.696 0.3 0.1 0.1 -0.64
H 0.141 -0.495 -5.149 -0.4 0.5 -0.6 0.24
H 1.101 -1.900 -5.261 0.2 -0.1 0.0 0.08
H 2.024 0.576 -6.592 -0.4 0.1 0.0 0.25
H 1.414 -0.375 -8.556 -0.6 0.4 -0.2 0.43
H -0.063 -0.778 -7.550 -0.1 0.2 -0.1 0.30
H 2.336 -2.697 -7.783 0.2 0.4 -0.2 0.30
H 1.045 -2.787 -9.017 0.3 0.8 -0.6 0.43
H -1.170 -4.264 -7.098 -0.4 0.4 0.3 0.23
H -0.868 -3.709 -8.692 0.5 0.1 -0.4 0.39
H -1.373 -2.486 -7.536 -0.4 -0.2 0.2 0.31
C 0.224 -5.052 5.569 -1.6 -1.2 0.4 -0.72
O -0.507 -5.485 4.431 -0.5 1.1 -0.9 -0.37
C -1.076 -4.421 3.636 2.0 -0.4 0.1 -0.07
C -2.095 -4.964 2.690 -1.8 -0.6 1.4 -0.70
N -2.833 -3.934 2.026 0.3 1.1 -0.7 -0.35
C -2.256 -3.692 0.711 -2.2 1.3 -1.2 -0.64
C -2.895 -2.426 0.037 -0.1 0.1 0.2 0.16
O -4.268 -2.653 -0.409 0.9 0.4 0.1 -0.50
C -4.978 -1.432 -0.783 0.8 -1.4 1.2 -0.02
H -0.049 -5.881 6.223 1.2 -0.2 0.5 0.28
H -0.270 -4.240 6.102 0.2 0.7 -0.4 0.31
H 1.292 -4.906 5.410 -0.1 0.0 0.0 0.24
H -0.274 -3.972 3.050 0.4 0.2 -0.2 0.17
H -1.427 -3.614 4.279 -0.6 -0.2 0.0 0.20
H -2.901 -5.373 3.299 0.4 -0.9 0.4 0.38
H -1.774 -5.731 1.984 0.6 -0.2 0.2 0.28
H -3.750 -4.326 1.870 -0.2 0.4 -0.1 0.26
H -2.632 -4.504 0.088 0.9 -0.5 -0.6 0.51
H -1.172 -3.594 0.760 -0.1 -0.1 -0.2 0.24
H -2.312 -2.029 -0.794 0.2 -0.5 -0.4 -0.19
H -2.802 -1.608 0.752 -0.7 0.1 0.5 0.31
H -4.444 -0.858 -1.540 0.0 0.0 0.0 -0.18
H -5.066 -0.878 0.152 -0.2 0.5 -0.2 0.10
H -5.966 -1.747 -1.117 0.2 0.1 -0.1 0.40
C -0.883 -3.404 -2.891 0.1 0.8 0.6 -0.69
O 0.389 -3.256 -2.157 -2.1 1.4 -0.5 0.32
C 1.263 -4.329 -2.275 1.8 -0.9 0.7 -1.04
C 2.703 -4.023 -1.579 -0.4 0.6 -2.7 -0.13
N 3.803 -4.864 -2.140 -0.5 -0.2 0.6 -0.41
C 4.080 -4.754 -3.577 -0.6 -1.6 0.8 -0.99
C 5.000 -3.665 -3.991 -0.7 0.8 -0.8 -0.04
O 6.188 -3.823 -3.309 0.5 -1.4 1.2 -0.40
C 7.316 -3.126 -3.705 0.2 0.7 0.0 -0.81
H -1.527 -4.186 -2.488 0.5 -0.7 -0.3 0.43
H -0.846 -3.313 -3.976 1.0 -1.2 -0.3 0.12
H -1.564 -2.557 -2.808 0.6 0.8 1.2 0.01
H 1.289 -4.633 -3.322 0.6 0.1 -0.1 0.39
H 0.920 -5.212 -1.736 -0.5 -0.2 0.1 0.23
H 2.584 -4.076 -0.497 0.2 -0.4 -0.1 0.54
H 3.073 -3.031 -1.838 -1.0 0.8 0.3 -0.05
H 4.689 -4.498 -1.823 0.0 -0.2 1.3 0.38
H 3.135 -4.801 -4.118 0.4 0.1 -0.4 0.42
H 4.679 -5.654 -3.719 -0.3 -0.4 -0.7 0.34
H 4.546 -2.703 -3.751 0.1 0.6 -0.3 0.01
H 5.139 -3.812 -5.062 0.1 0.5 -0.4 0.49
H 8.096 -3.294 -2.962 -0.1 0.1 0.1 0.26
H 7.056 -2.068 -3.742 0.4 0.3 -0.1 0.28
H 7.743 -3.435 -4.659 -0.3 -0.1 -0.3 0.34
C -7.976 7.311 -1.437 -0.2 -0.7 0.4 -0.73
O -7.290 6.071 -1.404 -0.6 -0.5 -0.1 -0.30
C -8.076 5.042 -0.768 0.9 -0.1 -0.6 -0.67
C -7.290 3.721 -1.011 0.4 1.4 1.0 -0.55
N -5.947 3.741 -0.414 0.2 -0.2 0.8 -0.07
C -5.212 2.514 -0.570 1.1 -0.8 0.4 -1.41
C -3.946 2.329 0.349 -0.1 0.4 -1.0 0.40
O -4.086 2.690 1.684 2.6 0.4 -0.5 -0.43
C -5.049 2.116 2.404 -3.6 -0.3 1.2 -0.42
H -8.332 7.471 -0.419 0.0 0.7 0.1 0.31
H -8.865 7.258 -2.065 -0.1 0.0 -0.3 0.29
H -7.319 8.097 -1.810 0.0 -0.1 0.2 0.23
H -9.091 4.952 -1.157 0.0 0.0 -1.0 0.43
H -8.340 5.328 0.250 0.9 -0.2 0.6 0.42
H -7.262 3.585 -2.092 -0.2 -0.3 -0.2 0.27
H -7.805 2.909 -0.498 -0.2 -0.1 -0.3 0.36
H -5.262 4.407 -0.741 -0.9 1.0 -0.2 0.27
H -4.813 2.448 -1.582 0.2 -0.4 -0.4 0.54
H -5.818 1.619 -0.433 -0.4 0.1 0.1 0.52
H -3.051 2.875 0.052 -0.4 0.6 -0.5 0.22
H -3.594 1.313 0.171 -0.3 -0.6 0.4 -0.23
H -5.993 2.549 2.072 -0.6 0.3 0.3 0.36
H -4.957 2.348 3.465 0.3 0.1 -0.1 -0.19
H -5.300 1.058 2.334 1.0 -0.7 -0.3 0.29
C -0.364 4.793 3.335 0.3 -1.6 -1.2 -0.79
O 1.031 4.885 3.066 -0.5 1.3 -0.4 -0.25
C 1.789 5.600 4.049 -0.1 -2.4 0.2 -0.63
C 3.242 5.612 3.618 0.1 0.5 0.6 -0.56
N 3.847 4.305 3.373 -0.8 0.5 0.4 -0.32
C 5.236 4.508 2.996 0.5 -1.7 -1.5 -0.68
C 5.923 3.094 2.891 1.1 1.4 1.3 0.13
O 7.347 3.169 2.605 -0.1 0.3 -0.1 -0.39
C 7.750 2.516 1.418 -1.3 0.3 -0.5 -0.31
H -0.599 4.029 4.076 0.2 0.6 1.2 0.33
H -0.752 4.208 2.501 -0.1 0.6 -0.6 0.17
H -0.929 5.722 3.407 0.3 0.1 0.3 0.36
H 1.702 4.901 4.882 0.3 0.4 0.9 0.32
H 1.389 6.570 4.343 0.0 0.2 -0.4 0.39
H 3.818 6.038 4.440 -0.1 0.5 0.0 0.41
H 3.353 6.214 2.716 0.0 0.5 -0.1 0.34
H 3.315 4.029 2.560 0.2 -0.9 -0.2 0.19
H 5.780 5.174 3.667 -0.1 -0.2 0.2 0.41
H 5.267 4.917 1.986 0.3 0.6 -0.2 0.30
H 5.379 2.461 2.189 0.1 -0.1 0.1 -0.13
H 5.937 2.720 3.915 -0.6 -0.6 -0.2 0.29
H 7.269 3.021 0.581 -0.1 0.0 -0.4 0.33
H 7.371 1.494 1.428 0.3 -0.3 -0.1 -0.13
H 8.813 2.548 1.179 0.1 0.1 0.8 0.30
C -2.539 1.826 -4.178 -0.5 -0.7 0.3 -1.36
C -2.336 0.566 -3.322 -0.9 0.1 -0.2 0.62
O -2.028 0.886 -2.000 1.0 0.6 1.2 -0.06
H -3.328 2.453 -3.764 0.3 0.2 0.5 0.29
H -2.960 1.603 -5.158 0.6 -0.2 -0.3 0.41
H -1.582 2.347 -4.207 -0.2 0.2 -0.3 0.29
H -1.533 -0.064 -3.705 -0.2 -0.2 -0.4 -0.44
H -3.242 -0.010 -3.135 -0.3 -0.2 -1.2 0.17
H -1.072 0.845 -1.933 0.2 0.2 0.5 0.09
C 0.167 0.859 1.775 0.9 -0.6 -0.1 -1.40
C -0.101 -0.149 0.635 -0.6 -0.9 0.3 0.83
O 0.820 -0.198 -0.448 0.8 1.8 -0.4 -0.66
H 0.926 0.448 2.441 0.2 0.0 0.0 0.34
H -0.703 0.988 2.419 -0.3 -0.1 -0.4 0.21
H 0.532 1.847 1.496 -0.2 0.0 -0.4 0.33
H -1.108 -0.008 0.244 -0.1 0.2 -0.1 -0.14
H -0.057 -1.163 1.032 -0.4 0.0 0.6 0.06
H 0.848 -1.025 -0.935 -0.6 -0.5 0.3 0.12
```
Forces are in eV/Å.